Density functional theory data (the ωB97M-V functional and the def2-TZVPD basis) for C27H35MoN5O3P2 as an isolated structure in a non-equilibrium geometry.

For the HOMO energy (spin up / spin down), the calculation gives -12.7 / -12.7 eV.

The geometry in ORCA input format:
```
! wB97M-V def2-TZVPD RIJCOSX def2/J DEFGRID3
* xyz 2 3
Mo -1.68275 0.49760 0.52924
C -1.87309 2.46281 1.99777
C -0.63176 2.27813 1.32026
C 0.64231 1.83268 2.04337
C 0.81634 0.30000 2.20492
C -0.39969 -0.53691 1.93608
C -1.70573 -0.32418 2.56844
C -1.82450 0.60622 3.77068
C -2.05201 2.09697 3.40157
C -3.80400 0.85886 0.31222
H -2.51495 3.31335 1.73267
H -0.44897 3.07691 0.60506
H 0.62015 2.28062 3.05323
H 1.53837 2.26327 1.54652
H 1.66098 -0.07483 1.61139
H 1.14127 0.12981 3.24778
H -0.14983 -1.54808 1.62752
H -2.31054 -1.24023 2.72086
H -0.88516 0.58821 4.35139
H -2.62097 0.32208 4.49885
H -3.09243 2.37016 3.65141
H -1.40418 2.67178 4.10029
H -3.90667 1.87925 0.77410
H -4.56736 0.12821 0.67061
H -3.74015 0.86926 -0.78335
P -1.15578 -1.35273 -0.93096
P 2.02566 1.22475 -0.93646
N -1.05465 -3.10269 -0.26954
N -1.73303 -2.00288 -2.45879
N 3.53663 0.24691 -0.61442
N 2.80752 2.21554 -2.22878
C 0.65571 -1.23300 -1.28910
C 1.00462 0.08456 -1.99547
C -2.12626 -3.62876 0.44649
C -1.82663 -4.92753 0.85659
C -0.50073 -5.22303 0.38726
C -0.07016 -4.09725 -0.32794
C -2.90498 -1.59961 -3.09563
C -2.97511 -2.25229 -4.31475
C -1.84444 -3.13414 -4.40918
C -1.12031 -2.99450 -3.24051
C 4.32593 0.62276 0.50497
C 5.34714 -0.28822 0.68451
C 5.19816 -1.28172 -0.34724
C 4.14036 -0.88379 -1.16496
C 4.08242 2.15342 -2.82112
C 4.04659 2.79513 -4.05747
C 2.72793 3.33336 -4.21442
C 2.00303 2.99922 -3.07812
H 1.01438 -2.09347 -1.88837
H 1.08895 -1.30941 -0.27480
H 1.57480 -0.14736 -2.91930
H 0.12109 0.71467 -2.26144
H -3.01594 -3.04048 0.62343
H -2.47959 -5.58311 1.41960
H 0.06871 -6.13574 0.56855
H 0.87975 -3.94221 -0.81615
H -3.52246 -0.85245 -2.61054
H -3.72250 -2.08799 -5.07231
H -1.56535 -3.75781 -5.24182
H -0.20748 -3.47531 -2.92427
H 4.04834 1.47926 1.09196
H 6.11060 -0.22158 1.46266
H 5.78219 -2.19103 -0.42689
H 3.79452 -1.36717 -2.06860
H 4.89583 1.65822 -2.31120
H 4.84421 2.85158 -4.78604
H 2.35769 3.86668 -5.07844
H 0.98465 3.23237 -2.79428
O -4.15134 4.79256 6.49881
N -3.61751 4.43458 5.42425
O -3.45087 3.16163 5.26504
O -3.22695 5.23807 4.54233
*
```



Density functional theory data (the ωB97M-V functional and the def2-TZVPD basis) for a 2-piece molecular cluster, C21H26N5O4 overall in a non-equilibrium geometry.

The relative energy (zero: lowest compared OMol25 entry of this formula, charge and spin) is 0.0 kcal per mole. For the HOMO energy, the calculation gives -9.4 eV.

The geometry in ORCA input format:
```
! wB97M-V def2-TZVPD RIJCOSX def2/J DEFGRID3
* xyz 1 1
O -0.87905 -1.32893 -2.12932
O -3.33073 -2.89372 2.26133
O -0.39675 -0.21516 3.60785
O -0.31180 -3.05800 -4.25098
C 0.12387 -1.08343 -2.79983
C -2.85327 -1.78610 2.08862
C -1.05238 0.64227 3.02743
C 1.58519 -1.68704 -4.67979
C 0.46658 -1.96853 -3.92997
C 2.42913 -0.52496 -4.35185
C -3.55686 0.81851 6.81192
C 2.06470 0.27879 -3.28185
C -2.95214 0.51492 5.62177
C -2.22416 -0.92537 7.14328
C 5.95771 0.33245 -6.65352
C 5.54594 -0.98836 -6.46508
C 5.21999 1.37621 -6.09111
C 4.39724 -1.26433 -5.71564
C 4.07137 1.09835 -5.34204
C 3.64103 -0.22701 -5.14113
N -3.09842 -0.09334 7.74944
N -0.43857 1.66881 2.43390
N 0.92184 0.02093 -2.50361
N -3.09387 -0.83406 2.99119
N -2.11002 -0.56234 5.84955
C -1.99553 -1.50542 0.87331
C -1.05377 2.77235 1.69243
C 0.57293 0.90951 -1.39898
C -3.17331 1.23827 4.30280
C -2.59351 0.55260 3.04362
H -1.06620 -3.10268 -3.63246
H 1.82002 -2.32642 -5.52541
H -4.27446 1.61590 6.97839
H 2.70194 1.12080 -3.02699
H -1.67167 -1.73053 7.62328
H 6.84756 0.54556 -7.23907
H 6.11925 -1.80240 -6.89938
H 5.53697 2.40392 -6.24294
H 4.10846 -2.30052 -5.57242
H 3.50758 1.93206 -4.93800
H -3.37317 -0.12728 8.72825
H 0.56887 1.65998 2.51032
H -3.72440 -1.13570 3.71744
H -1.45631 -0.94463 5.15870
H -2.12838 -2.31887 0.15980
H -0.94688 -1.46691 1.15853
H -2.29787 -0.57794 0.39400
H -1.56708 2.39555 0.80453
H -0.28178 3.47552 1.37176
H -1.76564 3.31020 2.32167
H 1.30321 1.71807 -1.29421
H 0.54614 0.34932 -0.45869
H -0.41093 1.35790 -1.57290
H -2.75683 2.24385 4.38585
H -4.25043 1.35092 4.16079
H -2.97139 1.07647 2.16539
*
```



Density functional theory data (the ωB97M-V functional and the def2-TZVPD basis) for an isolated ion of composition C4H10N3S and charge +1 in a non-equilibrium geometry.

The relative energy (zero: lowest compared OMol25 entry of this formula, charge and spin) is 74.8 kcal per mole. Its SMILES is CN1C[N@H+](C)NC1=S. For the HOMO energy, the calculation gives -13.1 eV.

The geometry in ORCA input format:
```
! wB97M-V def2-TZVPD RIJCOSX def2/J DEFGRID3
* xyz 1 1
C -0.83602 0.27399 1.21044
C 1.00424 -0.61288 0.01034
C 1.01247 1.81770 0.78353
C -0.88525 -0.50723 -1.66502
N -1.23151 -1.15312 0.51013
N 0.47777 0.48225 0.84156
N -0.32466 -1.20423 -0.57825
S -1.76006 1.07334 2.16160
H 1.68076 -0.37826 -0.78894
H 1.68217 -1.47497 0.57244
H 2.11822 1.91392 1.16324
H 1.05256 2.18777 -0.21745
H 0.28861 2.50363 1.24896
H -0.82947 0.64422 -1.42578
H -0.30956 -0.64437 -2.59441
H -1.87525 -0.87117 -1.78800
H -1.08489 -1.79966 1.30186
H -0.18013 -2.25093 -0.74627
*
```



Ordered DFT total energy results: -2299.16293; -1390.39878; -720.51114; unit Ha.